Entry 1:
A single C8H18N3P molecule in a non-equilibrium geometry. Source: the OMol25 dataset; level of theory: wB97M-V/def2-TZVPD.

Geometry as ORCA input:
```
! RIJCOSX wB97M-V def2-TZVPD def2/J DEFGRID3
* xyz 0 3
P 1.5504 -1.4538 -0.0216
N 0.4122 1.0980 0.9635
N 0.4578 -1.4061 -1.3475
N 0.5318 -2.3052 1.0346
C -1.2196 2.8749 0.1641
C -0.6479 -2.1217 1.7327
C 0.5885 -2.5049 2.4303
C 1.0934 -1.4063 -2.6223
C -0.7772 -0.7614 -1.1943
C -0.8054 0.7753 -1.1918
C 1.4813 1.9945 0.9927
C -0.8083 1.4109 0.2199
H -1.7176 0.8707 0.7198
H -1.5145 -1.0466 -1.9224
H 0.8142 -0.5337 -3.1936
H -0.3705 3.5061 0.3593
H -1.0901 -1.0566 1.8660
H -1.4623 -2.7606 1.5653
H 0.7364 -3.5563 2.6477
H -1.6301 1.0598 -1.8652
H -1.7092 3.0278 -0.7880
H 2.2190 -1.6446 -2.4378
H 0.2101 1.1996 -1.6980
H 0.5750 -2.2344 -3.1732
H 1.3178 2.8229 1.7518
H 2.4941 1.5040 1.3293
H -1.9549 3.0699 0.9611
H 1.0030 -1.7928 3.0311
H -1.3560 -1.0452 -0.2338
H 1.5784 2.4161 -0.0796
*
```

- HOMO-LUMO gap (spin up / spin down) (eV) = 6.7 / 7.9
- expectation value of S² = 2.007
- ΔE to the lowest compared entry with this formula, charge and spin (kJ/mol) = 127.6
- HOMO level (spin up / spin down) (eV) = -5.72 / -8.25
- E_tot (Eh) = -821.02529
- strongest force on any atom (eV/A) = 3.8


Entry 2:
A 2-piece molecular cluster, C8H18N3S overall in a non-equilibrium geometry. Source: the OMol25 dataset; level of theory: wB97M-V/def2-TZVPD.

Geometry as ORCA input:
```
! RIJCOSX wB97M-V def2-TZVPD def2/J DEFGRID3
* xyz 1 1
S 2.0549 1.1657 2.0471
N 1.9100 1.3269 -0.6864
N 0.0273 -1.7952 0.3951
N -2.4849 -0.6042 0.9293
C -2.6274 0.5712 -1.1093
C 1.3724 1.3399 0.5472
C 3.2384 0.7861 -0.9139
C -0.4855 -1.7484 1.7412
C -2.0499 -1.6977 1.7438
C 1.1653 1.6282 -1.7790
C -1.8424 -0.3555 -0.2642
C -0.7292 -1.0765 -0.5877
H 0.4487 -2.6961 0.3089
H -2.5144 1.6162 -0.6363
H -2.2644 -2.7049 1.2637
H -2.4078 0.7285 -2.1678
H -3.6030 0.2098 -1.1217
H 3.3330 -0.3185 -0.5702
H 1.6849 2.4401 -2.3455
H 0.9810 0.7390 -2.4192
H 0.2725 2.1633 -1.3901
H -2.5443 -1.8343 2.8049
H -0.2038 -0.8646 2.3307
H -0.1325 -2.5349 2.3491
H -3.3639 -0.3033 1.0442
H 0.3638 1.6397 0.5773
H 3.5930 0.9430 -1.9672
H 3.9000 1.3798 -0.3525
H 3.2649 0.7068 1.8088
H -0.3568 -0.8503 -1.5802
*
```

- HOMO-LUMO gap (eV) = 5.8
- ΔE to the lowest compared entry with this formula, charge and spin (kJ/mol) = 237.4
- HOMO level (eV) = -10.06
- E_tot (Eh) = -877.74189
- strongest force on any atom (eV/A) = 5.7


Entry 3:
An isolated ion of composition C8H18N6S and charge +2 in a non-equilibrium geometry. Source: the OMol25 dataset; level of theory: wB97M-V/def2-TZVPD.

Geometry as ORCA input:
```
! RIJCOSX wB97M-V def2-TZVPD def2/J DEFGRID3
* xyz 2 3
S 2.4201 -0.1172 -1.0534
N -0.9916 0.5460 -0.2167
N 1.5059 0.0524 1.7476
N 0.9979 -0.7591 3.7800
N -0.5465 -0.3218 -1.1766
N -1.2699 1.2730 1.9163
N 0.1049 -1.1035 2.9272
C -0.7663 0.3439 1.1108
C 0.5902 -1.0864 -0.9065
C -3.5318 1.2159 -0.3972
C -2.0396 1.5555 -0.6315
C 0.3186 -0.6551 1.5600
C 1.9827 -0.0190 3.1784
C 0.4213 -1.7142 0.4365
C 3.1695 -1.3289 -2.1497
H 2.1436 0.9862 3.6543
H -0.6236 -1.7489 3.1786
H -3.9771 1.3051 0.5884
H -3.5916 0.1309 -0.8046
H -1.7108 2.5747 -0.3880
H 3.4080 -2.2018 -1.7296
H -1.6888 2.1121 1.5287
H 3.0087 -0.4289 3.1629
H 1.8905 0.6905 1.0821
H 2.2960 -1.4522 -2.8718
H -0.5923 0.2077 -1.9985
H -4.1751 1.8284 -0.9675
H 4.0143 -0.9250 -2.5208
H 1.3546 -2.3079 0.6096
H -1.7626 1.6304 -1.7153
H -0.3424 -2.4583 0.3617
H 0.7306 -1.9584 -1.5471
H -0.8868 1.3640 2.8665
*
```

- HOMO-LUMO gap (spin up / spin down) (eV) = 6.9 / 5.4
- expectation value of S² = 2.013
- ΔE to the lowest compared entry with this formula, charge and spin (kJ/mol) = 0.0
- HOMO level (spin up / spin down) (eV) = -14.13 / -16.40
- E_tot (Eh) = -1041.53577
- strongest force on any atom (eV/A) = 5.3


Entry 4:
A single C8H18NOP molecule in a non-equilibrium geometry. Source: the OMol25 dataset; level of theory: wB97M-V/def2-TZVPD.

Geometry as ORCA input:
```
! RIJCOSX wB97M-V def2-TZVPD def2/J DEFGRID3
* xyz 0 1
P -0.5716 -1.5844 -0.5589
O -2.6586 0.1691 0.0986
N 1.1217 -0.9760 0.0598
C 2.1353 0.9895 0.9884
C -1.2313 -2.2772 1.0391
C 2.2349 -1.6304 -0.4081
C 1.0840 0.4851 -0.0246
C -0.2854 0.8167 0.5925
C -3.4418 1.2714 -0.3483
C -1.2784 0.1554 -0.4087
C 1.2151 1.0779 -1.4415
H -0.4205 1.9582 0.6583
H -0.3578 0.1836 1.4490
H 2.2037 0.8364 -1.8106
H -2.0819 -1.6907 1.3838
H -4.4694 1.1928 -0.1672
H 2.1707 -2.7158 -0.2070
H 3.2104 1.0789 0.4636
H -3.2839 2.0983 0.2675
H -1.3209 0.6342 -1.3618
H 2.3781 -1.4257 -1.4836
H 0.5494 0.6734 -2.2211
H 3.1712 -1.2747 0.2876
H 2.0618 0.0562 1.6475
H 1.8775 1.8703 1.5541
H 1.0769 2.1678 -1.4468
H -1.3536 -3.4550 0.9939
H -0.4483 -2.1280 1.8143
H -3.2876 1.4428 -1.4097
*
```

- HOMO-LUMO gap (eV) = 9.0
- ΔE to the lowest compared entry with this formula, charge and spin (kJ/mol) = 212.4
- HOMO level (eV) = -8.07
- SMILES = CO[C@H]1CC(C)(C)N(C)P1C
- E_tot (Eh) = -786.87064
- strongest force on any atom (eV/A) = 4.8